Density functional theory data (the ωB97M-V functional and the def2-TZVPD basis) for the molecule C17H29ClNOP at a distorted geometry.

Output
Structure (SMILES): CC[C@H](Cl)[C@@H](N)[C@](Cc1cccc(C)c1)(OC)P(C)CC
HOMO: -7.77 eV
E_tot: -1596.4482 Ha

The geometry in ORCA input format:
```
! RIJCOSX wB97M-V def2-TZVPD def2/J DEFGRID3
* xyz 0 1
Cl 1.5281 -1.8269 1.8929
P 0.1042 1.6610 -0.4571
O 0.9597 0.5939 -2.7009
N 1.3589 -2.3912 -0.9266
C -5.7106 1.1558 0.0723
C 2.2090 -0.6524 0.6094
C 3.7889 -1.0715 0.5350
C -4.4273 0.2185 0.3710
C -3.0359 -1.5285 1.7878
C -4.3179 -0.6359 1.6570
C -0.2999 1.3855 1.3673
C -1.9192 -1.5772 0.7030
C 0.5497 2.2930 2.4040
C 1.7692 2.6276 -0.5913
C -0.9439 -0.6268 -1.7545
C 4.5372 -0.9023 1.9487
C -1.9974 -0.6948 -0.5621
C 1.6239 -0.9045 -0.8610
C 0.9448 -0.3564 -3.7674
C -3.2927 0.1947 -0.6751
C 0.4735 0.0401 -1.4113
H -1.4972 -0.0792 -2.6102
H 2.5383 -0.7831 -1.5639
H -0.2440 0.3107 1.7373
H -0.0555 -0.3748 -4.3526
H -1.4024 1.7093 1.5088
H -5.8403 1.1613 -1.0716
H 1.5465 -2.7711 -1.8572
H 0.4100 1.8150 3.4478
H -5.6256 2.1954 0.5268
H -0.8272 -1.7106 -2.1451
H 1.7261 -0.0069 -4.5469
H 1.2064 -1.4330 -3.5162
H 0.4412 -2.6383 -0.5516
H 0.1468 3.3611 2.4401
H -5.1177 -0.6258 2.4759
H 1.6627 2.2332 2.1678
H -3.4277 0.8599 -1.6054
H 4.1840 -1.6444 2.7431
H 5.6606 -1.1339 1.7876
H 1.9006 3.3863 0.2494
H -1.0258 -2.2526 0.8826
H 2.2252 0.4250 0.9692
H 4.3399 -0.4938 -0.2993
H 4.5104 0.1927 2.3063
H -6.6149 0.5565 0.4718
H -2.9469 -2.1584 2.7318
H 3.8347 -2.1881 0.2714
H 1.7542 3.2152 -1.5718
H 2.6352 1.8707 -0.6669
*
```


Density functional theory data (the ωB97M-V functional and the def2-TZVPD basis) for C17H29N2Sc as an isolated structure at a distorted geometry.

Output
HOMO: -15.19 eV
ΔE to the lowest compared entry with this formula, charge and spin: 0.0 kcal/mol
E_tot: -1534.7896 Ha

The geometry in ORCA input format:
```
! RIJCOSX wB97M-V def2-TZVPD def2/J DEFGRID3
* xyz 2 1
Sc 0.1539 0.2021 0.2018
N -1.1582 3.9792 1.8139
N -0.4227 2.2251 0.7982
C -1.2683 2.6570 1.7179
C 0.7376 -1.7797 -2.7396
C 2.3229 -1.3167 2.1653
C -2.8624 -3.0849 1.3214
C -2.0388 -1.8141 1.3224
C -0.2427 4.4374 0.8984
C 3.1458 1.3332 0.6233
C 1.3682 -1.8825 -0.2145
C 0.9404 -3.2990 0.0433
C -1.8854 -1.0468 -0.0200
C 2.3994 0.1922 0.0221
C 2.1135 1.0903 -2.4085
C 0.2215 3.3341 0.2502
C -2.2042 1.8897 2.5951
C 1.3100 -1.2096 -1.4839
C 1.9412 0.0762 -1.3354
C 1.9972 -1.0076 0.7349
H 4.2285 1.2060 0.4748
H 1.6893 -2.1243 2.5602
H 3.3788 -1.6265 2.2799
H 2.8717 2.2978 0.1808
H -2.9294 -3.5482 2.3032
H -0.1015 -2.4505 -2.5185
H 0.0229 5.4644 0.8008
H -1.0639 -2.0810 1.7246
H 2.0169 2.1053 -2.0134
H 0.7959 -3.4796 1.1213
H 2.1733 -0.4362 2.8111
H -0.0081 -3.5371 -0.4692
H -2.4476 -3.8468 0.6739
H -2.4482 -1.1544 2.0755
H 1.3681 0.9668 -3.2005
H 3.1058 1.0384 -2.8792
H 0.9653 3.1744 -0.5460
H 1.4724 -2.3570 -3.3275
H -3.8893 -2.9320 1.0091
H -1.6830 4.5059 2.5064
H -1.2328 0.0661 -1.2498
H -1.8440 -1.7927 -0.8033
H 1.6951 -4.0305 -0.3108
H -2.7496 -0.4170 -0.1619
H 0.3609 -0.9805 -3.3876
H -1.9706 2.0969 3.6488
H -3.2491 2.1888 2.4120
H 2.9665 1.4095 1.7046
H -2.1343 0.8027 2.4293
*
```


Density functional theory data (the ωB97M-V functional and the def2-TZVPD basis) for C17H29N3O2 as an isolated structure at a distorted geometry.

Output
HOMO: -8.08 eV
ΔE to the lowest compared entry with this formula, charge and spin: 357.8 kcal/mol
E_tot: -979.3850 Ha

The geometry in ORCA input format:
```
! RIJCOSX wB97M-V def2-TZVPD def2/J DEFGRID3
* xyz 0 1
O -1.4026 2.3463 -0.0054
O -2.2261 -4.0465 1.0847
N -0.4203 1.6523 1.7806
N -2.8132 0.2997 -0.2709
N 2.2530 1.2744 0.8252
C -1.1601 1.5867 0.7942
C -2.8332 -3.2671 0.2532
C 1.0861 -0.1057 -1.8499
C -3.4971 -3.9649 -1.0243
C -4.5560 -1.1719 -1.6253
C -0.5583 -1.8120 1.8284
C 4.8194 0.7794 0.9465
C -2.5110 -1.8336 0.2896
C -3.2967 -1.0250 -0.6053
C 2.2315 1.9701 -0.6855
C 3.3130 0.3989 1.1646
C -1.5889 -1.0624 0.7404
C -1.8005 0.2338 0.5752
C -0.0544 0.5942 -2.4212
C 2.3204 0.7688 -1.7281
C 0.6487 2.6918 2.0943
C 2.0991 2.0143 1.9484
H -4.1625 -1.8209 -2.4988
H -0.6556 -2.6881 1.9364
H 3.3003 -0.3040 1.9250
H 0.0549 0.6297 2.3727
H -4.8410 -0.0381 -1.8100
H -4.6129 -3.8145 -0.7766
H 2.2845 1.5303 -2.6447
H 0.4065 -1.2660 1.5261
H 2.3346 1.5549 2.6940
H 0.7464 -0.3198 -0.8455
H 2.8111 3.0552 1.8675
H 4.7989 1.5768 1.8047
H -3.2434 -3.5413 -1.9296
H 1.3894 -0.8496 -2.4059
H -5.4178 -1.4893 -1.1746
H 3.2790 0.3641 -1.7075
H 0.3089 0.8253 -3.5846
H -2.9902 0.9781 -1.0697
H 3.2746 2.5766 -0.5673
H 3.2038 -0.4280 0.0985
H 5.5547 0.0042 1.1879
H 1.3396 2.5753 -0.5743
H 0.3327 3.1183 3.0752
H -0.6785 -0.0839 -2.4769
H 0.5199 3.4011 1.4664
H -0.3217 1.4131 -1.9737
H -3.4039 -4.9849 -0.8135
H -0.8269 -1.4159 2.6146
H 5.1618 1.1196 0.1750
*
```


Density functional theory data (the ωB97M-V functional and the def2-TZVPD basis) for the molecule C17H29N5O7.

Output
Structure (SMILES): COCCOCC(=O)NC[C@@]1(OC)CCN(C(=O)CCCn2c(O)nnc2O)C1
HOMO: -8.49 eV
ΔE to the lowest compared entry with this formula, charge and spin: 5.3 kcal/mol
E_tot: -1465.6696 Ha

The geometry in ORCA input format:
```
! RIJCOSX wB97M-V def2-TZVPD def2/J DEFGRID3
* xyz 0 1
O -1.3587 5.7000 1.5210
O 2.5163 3.8225 3.1780
O -2.6509 5.7848 -0.8679
O -2.1499 2.8611 6.3603
O -2.4865 2.9826 -0.3339
O -6.1567 2.2666 2.3319
O -1.6391 0.2474 1.7404
N 0.3149 4.3502 0.5482
N -3.5051 1.5157 1.5625
N -3.9069 3.0100 4.9637
N 0.5162 4.9177 2.6728
N 1.4901 3.7736 1.0540
C -0.4784 4.5605 4.9211
C 1.5612 4.1302 2.2894
C -2.6269 3.2975 5.3266
C -3.0046 4.7709 -1.7943
C -2.1357 3.5637 -1.5750
C -4.5184 3.3017 3.6811
C -3.4613 6.9378 -0.9839
C -4.6402 1.9510 5.6645
C 0.2615 5.5038 3.9822
C -4.1192 0.9941 2.7601
C -0.2254 5.0033 1.5255
C -1.7015 1.8473 -0.0258
C -5.6988 1.4890 4.6512
C -6.9200 1.1611 1.8876
C -2.2707 1.1233 1.1773
C -1.8434 4.1814 4.3760
C -5.1606 1.9709 3.2966
H -0.5846 5.0463 5.8925
H -3.1218 7.6519 -0.2371
H -7.7231 1.5646 1.2751
H -2.3090 2.8492 -2.3906
H -1.0798 3.8505 -1.5647
H -6.3271 0.4720 1.2794
H -3.9416 1.1600 5.9389
H -5.3105 4.0517 3.7705
H -5.0857 2.3215 6.5882
H 1.2256 5.7836 4.4050
H -2.4284 5.0768 4.1474
H -3.9644 2.2424 1.0361
H -7.3585 0.6108 2.7252
H -3.7956 3.6493 2.9484
H 0.1170 3.6620 5.0901
H -0.6696 2.1294 0.1948
H -3.3623 7.3820 -1.9791
H -4.5134 6.6955 -0.8031
H -5.8549 0.4112 4.6955
H -4.5762 0.0160 2.5831
H -0.3117 6.4161 3.8133
H -2.8628 5.1436 -2.8157
H -6.6561 1.9829 4.8282
H 3.1483 3.2501 2.7237
H -3.3416 0.8349 3.5104
H -1.6932 1.1397 -0.8648
H -4.0606 4.5049 -1.6625
H -1.7309 3.6496 3.4253
H -1.7839 5.6037 0.6372
*
```


| no. | gap between HOMO and LUMO (eV) |
| --- | --- |
| 1 | 8.394 |
| 2 | 5.703 |
| 3 | 8.769 |
| 4 | 9.030 |